Record 1
Density functional theory data (ωB97M-V/def2-TZVPD) for C10H15BiClFRh as an isolated structure at a distorted geometry.

Geometry as XYZ:
```
29
Properties=species:S:1:pos:R:3:mulliken_charge:R:1
Bi 0.790 0.300 -0.011 1.218
Cl -0.208 1.209 -2.234 -0.493
C 2.745 1.418 -0.350 -1.410
H 3.304 0.703 0.238 0.412
H 2.584 2.366 0.093 0.333
H 2.834 1.344 -1.395 0.394
Rh -1.667 2.177 -0.452 -0.171
C -3.380 1.087 -0.515 -0.950
C -1.826 4.175 -0.724 -0.912
C -0.480 1.693 1.171 -0.946
H -1.426 4.638 0.173 0.213
H -1.287 4.491 -1.614 0.220
H -2.894 4.333 -0.820 0.225
H -3.472 0.597 0.451 0.211
H -4.153 1.839 -0.658 0.249
H -3.365 0.366 -1.331 0.208
H 0.253 2.488 1.618 0.325
H -1.025 0.939 1.750 0.298
F 1.516 -5.728 0.767 -0.323
C 1.306 -4.372 0.573 0.190
C 0.659 -3.940 -0.583 -0.285
C 0.454 -2.611 -0.795 -0.703
C 0.912 -1.765 0.197 0.327
C 1.578 -2.149 1.373 -0.657
C 1.765 -3.477 1.549 -0.399
H 0.319 -4.665 -1.326 0.379
H -0.033 -2.214 -1.679 0.371
H 1.923 -1.400 2.093 0.296
H 2.274 -3.841 2.442 0.380
```

Values from the calculation:
* E_LUMO (alpha / beta): 0.10681 / 0.10281 Ha
* net charge: -1
* orbital gap (alpha / beta): 4.645 / 6.609 eV
* spin multiplicity: 5


Record 2
Density functional theory data (ωB97M-V/def2-TZVPD) for C20H23BF6N11O4PS2Ti as an isolated structure at a distorted geometry.

Geometry as XYZ:
```
69
Properties=species:S:1:pos:R:3:mulliken_charge:R:1
Ti -0.321 0.396 0.141 -1.247
C 3.392 -3.016 -1.416 -0.990
N 2.900 -1.876 -0.699 0.536
C 3.413 -1.344 0.441 -1.177
C 2.610 -0.295 0.786 -0.735
N 1.604 -0.180 -0.128 1.493
C 1.785 -1.161 -1.019 -0.652
P 0.971 -1.213 -2.678 -0.433
C 0.549 0.567 -2.670 -0.476
N -0.332 1.080 -1.773 1.460
C -0.910 2.164 -2.360 -0.750
C -0.411 2.327 -3.615 -0.701
N 0.497 1.325 -3.821 0.263
C 1.272 1.123 -5.006 -0.921
C -0.672 -1.726 -2.097 -0.294
N -1.305 -1.088 -1.089 1.223
C -2.636 -1.292 -1.297 -1.068
C -2.832 -2.033 -2.424 -0.732
N -1.596 -2.305 -2.936 0.209
C -1.293 -2.961 -4.171 -0.874
H 4.215 -3.460 -0.859 0.356
H 2.600 -3.757 -1.532 0.334
H 3.740 -2.712 -2.408 0.377
H 4.295 -1.728 0.911 0.470
H 2.705 0.378 1.619 0.787
H -1.658 2.743 -1.849 0.381
H -0.611 3.075 -4.354 0.499
H 1.465 2.081 -5.488 0.347
H 2.221 0.657 -4.749 0.365
H 0.755 0.469 -5.715 0.287
H -3.382 -0.887 -0.641 0.592
H -3.729 -2.408 -2.877 0.466
H -2.142 -3.569 -4.483 0.319
H -1.067 -2.228 -4.956 0.290
H -0.417 -3.601 -4.045 0.350
B -1.939 3.251 1.097 0.397
N -0.396 3.284 1.022 -0.521
C 0.385 4.305 1.374 -0.187
C 1.668 4.055 0.918 -1.476
C 1.570 2.822 0.287 -0.425
N 0.315 2.373 0.364 1.301
N -2.376 1.890 1.651 -0.287
C -3.186 1.696 2.692 -0.217
C -3.458 0.346 2.798 -1.578
C -2.745 -0.227 1.754 -0.125
N -2.109 0.724 1.055 1.128
H -2.375 3.355 -0.014 -0.239
H -2.313 4.111 1.825 -0.177
H -0.009 5.146 1.910 0.497
H 2.533 4.681 1.009 0.463
H 2.333 2.276 -0.240 0.554
H -3.531 2.522 3.278 0.454
H -4.056 -0.148 3.536 0.479
H -2.683 -1.270 1.499 0.674
F 0.997 2.053 4.883 -0.202
C 1.457 0.822 4.654 0.548
F 1.633 0.227 5.827 -0.210
F 2.654 0.948 4.076 -0.212
S 0.352 -0.126 3.468 1.084
O 0.283 0.761 2.338 -0.403
O -0.864 -0.439 4.132 -0.711
N 1.303 -1.367 3.230 -0.537
S 0.651 -2.342 2.189 0.935
O -0.227 -1.650 1.276 -0.629
O 1.569 -3.281 1.635 -0.697
C -0.549 -3.382 3.237 0.627
F -0.468 -4.681 2.927 -0.249
F -0.280 -3.263 4.533 -0.235
F -1.813 -3.019 3.037 -0.183
```

Values from the calculation:
* E_LUMO (alpha / beta): 0.01059 / 0.00531 Ha
* net charge: 0
* orbital gap (alpha / beta): 5.101 / 8.632 eV
* spin multiplicity: 3


Record 3
Density functional theory data (ωB97M-V/def2-TZVPD) for an isolated ion of composition C6H5BrNO2S and charge -1.

Geometry as XYZ:
```
16
Properties=species:S:1:pos:R:3:mulliken_charge:R:1
C -0.551 -0.895 -0.053 -0.663
C 0.580 1.189 0.491 -0.569
C 0.364 -1.526 0.708 -0.366
C 1.453 0.463 1.215 -0.456
C -0.568 0.544 -0.082 1.245
C -1.639 1.191 -0.571 -0.807
N 1.323 -0.876 1.413 -0.237
O 1.095 -2.702 3.329 -0.578
O 2.394 -0.691 3.841 -0.577
S 1.137 -1.238 3.324 0.539
Br -1.863 3.085 -0.465 -0.283
H -1.322 -1.442 -0.580 0.313
H 0.698 2.255 0.374 0.298
H 0.367 -2.597 0.845 0.363
H 2.293 0.905 1.732 0.383
H -2.530 0.703 -0.928 0.394
```

Values from the calculation:
* E_LUMO: 0.11069 Ha
* net charge: -1
* orbital gap: 6.614 eV
* spin multiplicity: 1


Record 4
Density functional theory data (ωB97M-V/def2-TZVPD) for C30H46N4O4SScSe2 as an isolated structure at a distorted geometry.

Geometry as XYZ:
```
88
Properties=species:S:1:pos:R:3:mulliken_charge:R:1
Sc 4.052 -17.682 -9.521 -0.780
C 0.049 -17.254 -7.844 -0.848
C 1.064 -17.638 -8.877 0.917
O 2.368 -17.498 -8.539 0.759
C 0.744 -18.148 -10.098 -1.992
C 1.839 -18.559 -10.986 1.521
C 1.887 -18.097 -12.454 -1.247
N 2.764 -19.323 -10.554 0.339
N 2.453 -20.129 -9.453 -0.565
C 3.370 -20.154 -8.551 0.448
O 4.450 -19.394 -8.535 -0.341
C 3.311 -21.282 -7.604 0.677
C 4.003 -21.263 -6.387 -0.402
C 3.856 -22.356 -5.530 -0.681
C 3.002 -23.392 -5.837 -0.611
C 2.399 -23.412 -7.081 -0.637
C 2.509 -22.367 -7.937 -0.544
H 0.288 -16.357 -7.329 -0.132
H -0.012 -18.048 -7.071 0.298
H -0.970 -17.145 -8.272 0.360
H -0.323 -18.267 -10.337 0.371
H 0.896 -18.221 -12.875 0.512
H 2.612 -18.699 -13.022 0.259
H 2.187 -17.059 -12.542 -0.013
H 4.597 -20.410 -6.109 0.387
H 4.432 -22.327 -4.614 0.407
H 2.879 -24.187 -5.121 0.422
H 1.778 -24.250 -7.321 0.422
H 1.968 -22.345 -8.873 0.420
C 6.254 -21.091 -10.080 -0.833
Se 6.765 -19.261 -10.436 0.192
C 6.186 -19.335 -12.336 -0.672
C 6.108 -17.936 -12.954 -1.089
Se 4.875 -16.674 -12.086 0.407
C 6.205 -15.470 -11.436 -0.935
H 5.178 -21.184 -10.242 0.103
H 6.451 -21.313 -9.041 0.299
H 6.830 -21.748 -10.699 0.491
H 5.204 -19.800 -12.359 0.292
H 6.932 -19.944 -12.857 0.529
H 5.763 -17.997 -13.979 0.498
H 7.108 -17.446 -12.924 0.445
H 6.772 -15.189 -12.310 0.522
H 6.808 -15.947 -10.709 0.277
H 5.677 -14.632 -11.009 0.108
C 6.545 -14.979 -7.152 -1.474
C 5.659 -16.156 -7.282 0.855
O 5.504 -16.681 -8.415 -0.075
N 5.057 -16.736 -6.247 0.210
C 4.955 -16.243 -4.887 -0.907
C 3.539 -16.513 -4.433 0.338
C 2.765 -15.592 -3.755 -0.446
C 1.444 -15.916 -3.463 -0.652
C 0.948 -17.151 -3.887 -0.416
C 1.856 -18.012 -4.555 -0.324
N 3.088 -17.718 -4.786 -0.297
H 7.450 -15.280 -7.645 0.357
H 6.789 -14.677 -6.130 0.461
H 6.091 -14.167 -7.686 0.239
H 4.572 -17.604 -6.415 -0.088
H 5.163 -15.196 -4.896 0.561
H 5.684 -16.713 -4.218 0.244
H 3.218 -14.621 -3.586 0.418
H 0.780 -15.233 -2.927 0.406
H -0.056 -17.529 -3.602 0.399
H 1.514 -19.003 -4.927 0.519
C 0.241 -13.801 -6.487 -1.023
C 1.380 -13.252 -7.330 -0.362
C 1.834 -14.429 -8.209 0.209
S 3.215 -14.198 -9.313 0.262
O 3.372 -15.512 -10.076 -0.342
C 2.532 -12.935 -10.496 -0.963
C 1.355 -13.474 -11.341 0.277
C 1.643 -13.372 -12.853 -1.513
H -0.168 -13.006 -5.859 0.477
H 0.570 -14.647 -5.808 -0.050
H -0.614 -14.174 -7.064 0.342
H 2.283 -12.965 -6.719 0.290
H 1.080 -12.399 -7.901 0.468
H 1.099 -14.877 -8.868 0.516
H 2.214 -15.260 -7.573 -0.734
H 3.386 -12.654 -11.135 0.564
H 2.236 -12.112 -9.873 0.533
H 0.418 -12.918 -11.098 0.405
H 1.168 -14.532 -11.135 -0.157
H 2.064 -12.408 -13.053 0.429
H 0.716 -13.417 -13.406 0.413
H 2.343 -14.133 -13.138 0.269
```

Values from the calculation:
* E_LUMO: -0.07146 Ha
* net charge: +1
* orbital gap: 8.071 eV
* spin multiplicity: 1


Record 5
Density functional theory data (ωB97M-V/def2-TZVPD) for a 7-piece molecular cluster, C21H63O28P7 overall at a distorted geometry.

Geometry as XYZ:
```
119
Properties=species:S:1:pos:R:3:mulliken_charge:R:1
C -3.497 -4.556 -0.282 -0.714
O -4.106 -5.123 -1.376 -0.261
P -5.711 -5.169 -1.374 1.116
O -6.380 -3.816 -1.451 -0.710
O -6.019 -6.107 -2.652 -0.330
C -7.280 -6.675 -2.818 -0.684
O -6.092 -6.135 -0.128 -0.321
C -7.240 -5.998 0.704 -0.708
H -3.947 -4.840 0.669 0.324
H -3.564 -3.471 -0.202 0.288
H -2.469 -4.888 -0.432 0.263
H -7.083 -7.739 -2.690 0.258
H -7.541 -6.470 -3.856 0.277
H -8.136 -6.322 -2.243 0.329
H -6.912 -6.106 1.738 0.266
H -8.025 -6.708 0.445 0.262
H -7.644 -4.994 0.579 0.350
C -4.825 3.707 7.246 -0.774
O -4.532 2.378 6.985 -0.324
P -3.371 2.077 5.878 1.089
O -2.064 2.816 6.072 -0.675
O -4.154 2.376 4.462 -0.253
C -5.210 1.414 4.093 -0.654
O -3.330 0.464 5.893 -0.391
C -2.439 -0.214 5.029 -0.640
H -5.756 3.898 6.713 0.281
H -4.104 4.522 7.185 0.341
H -5.090 3.805 8.299 0.275
H -5.538 0.796 4.928 0.373
H -4.772 0.774 3.327 0.192
H -6.061 1.967 3.696 0.298
H -1.823 0.408 4.379 0.205
H -3.073 -0.600 4.231 0.264
H -1.783 -0.959 5.479 0.407
C 5.519 -0.657 3.011 -0.677
O 6.646 -1.263 3.538 -0.351
P 7.947 -1.461 2.558 0.996
O 7.966 -2.527 1.512 -0.665
O 9.076 -1.785 3.682 -0.327
C 9.678 -3.024 3.921 -0.695
O 8.183 0.122 2.123 -0.226
C 9.468 0.705 1.957 -0.674
H 4.697 -0.567 3.721 0.340
H 5.177 -1.079 2.066 0.285
H 5.706 0.402 2.830 0.390
H 9.688 -3.235 4.990 0.275
H 10.680 -3.115 3.502 0.265
H 8.981 -3.775 3.549 0.305
H 9.448 1.524 2.676 0.254
H 9.499 1.079 0.934 0.223
H 10.276 0.046 2.275 0.346
C -1.937 -0.661 -0.425 -0.821
O -0.660 0.046 -0.270 0.175
P -0.149 0.474 1.183 0.470
O -0.858 -0.347 2.205 -0.719
O 1.467 0.232 1.038 -0.193
C 2.226 0.094 2.209 -0.759
O -0.215 2.078 1.244 -0.203
C -1.545 2.610 1.145 -0.573
H -2.177 -1.207 0.487 0.342
H -1.847 -1.408 -1.215 0.181
H -2.727 0.021 -0.736 0.366
H 1.636 0.085 3.125 0.420
H 2.962 0.897 2.228 0.266
H 2.807 -0.828 2.233 0.229
H -2.026 2.197 0.258 0.269
H -1.730 3.654 0.893 0.139
H -2.057 2.336 2.067 0.301
C -3.686 -1.041 -5.114 -0.721
O -2.943 -2.313 -5.034 -0.230
P -1.295 -2.128 -5.085 0.675
O -0.762 -1.354 -6.277 -0.717
O -0.879 -1.403 -3.695 0.149
C 0.376 -0.758 -3.435 -0.938
O -0.551 -3.673 -5.013 -0.325
C -0.301 -4.374 -6.154 -0.760
H -4.619 -1.069 -5.677 0.300
H -3.089 -0.188 -5.434 0.316
H -4.016 -0.795 -4.104 0.288
H 0.848 -0.422 -4.359 0.422
H 1.104 -1.341 -2.871 0.425
H 0.165 0.177 -2.916 0.231
H 0.757 -4.619 -6.236 0.247
H -0.559 -3.893 -7.097 0.330
H -0.893 -5.290 -6.151 0.297
C 6.833 -0.808 -1.349 -0.675
O 6.480 -0.004 -2.423 -0.349
P 4.921 0.433 -2.572 1.099
O 4.001 -0.652 -2.362 -0.502
O 4.796 1.729 -1.549 -0.103
C 3.613 2.001 -0.874 -0.377
O 4.847 1.178 -3.989 -0.310
C 3.540 1.206 -4.652 -0.642
H 5.958 -1.249 -0.873 0.366
H 7.441 -0.168 -0.711 0.289
H 7.482 -1.532 -1.841 0.279
H 3.505 1.238 -0.103 0.311
H 2.801 1.718 -1.543 0.218
H 3.469 2.949 -0.355 0.383
H 3.712 1.442 -5.702 0.361
H 2.849 1.939 -4.237 0.323
H 2.897 0.344 -4.473 0.316
C -3.104 7.794 -0.101 -0.730
O -2.526 6.460 -0.202 -0.285
P -1.281 6.008 -1.143 0.927
O -0.767 7.150 -1.992 -0.719
O -0.174 5.471 -0.065 -0.298
C 0.939 4.725 -0.446 -0.668
O -1.932 4.713 -1.777 -0.198
C -1.559 4.268 -3.106 -0.585
H -3.309 7.867 0.967 0.271
H -4.055 7.830 -0.633 0.283
H -2.625 8.709 -0.449 0.331
H 1.582 4.543 0.415 0.321
H 1.592 5.003 -1.273 0.455
H 0.492 3.746 -0.620 0.190
H -0.656 4.699 -3.539 0.357
H -2.427 4.329 -3.762 0.305
H -1.223 3.232 -3.056 0.091
```

Values from the calculation:
* E_LUMO (alpha / beta): -0.10224 / -0.36478 Ha
* net charge: +1
* orbital gap (alpha / beta): 9.052 / 1.908 eV
* spin multiplicity: 2


Which formula does entry 4 have? C30H46N4O4SScSe2


net charge of number 1 (C10H15BiClFRh)? -1


Which formula does entry 5 have? C21H63O28P7